# 1
The following is a DFT calculation (ωB97M-V/def2-TZVPD) of C6H8HgO6 as an isolated structure at a distorted geometry.

```
21
Properties=species:S:1:pos:R:3:forces:R:3:nbo_charge:R:1
O 0.1677 2.6066 1.1615 -0.06 0.43 0.56 -0.648
C -0.2878 3.6291 0.3178 -3.27 0.65 1.78 0.954
O -1.3416 4.1911 0.5856 1.27 -0.38 -0.45 -0.654
O 0.4870 3.7444 -0.6653 -1.58 3.81 -1.05 -0.828
C -0.7808 1.8006 1.8469 -0.73 -0.64 0.31 -0.139
H -0.9239 2.1886 2.8692 0.06 0.09 -0.26 0.190
H -1.7568 1.8400 1.3409 0.33 0.17 0.07 0.198
C -0.2517 0.4017 1.8806 -1.61 0.57 2.70 -0.316
H 0.6200 0.2680 2.5283 -0.24 -0.21 -0.40 0.172
H -1.0057 -0.3913 1.8814 0.43 0.21 -0.02 0.180
O 1.1667 -1.2547 -1.6965 0.81 -0.30 0.28 -0.461
C 0.8556 -1.1665 -0.3984 -3.98 4.51 -0.42 0.998
C 0.4761 -2.3625 -2.2907 0.06 -0.33 -0.19 -0.105
O 0.7253 -0.0183 0.1521 2.83 -4.72 -2.20 -0.630
O 0.0670 -2.1732 -0.0119 0.92 -0.27 0.59 -0.459
C -0.0637 -3.1217 -1.0766 0.09 -0.47 -0.15 -0.104
H 1.1893 -2.9432 -2.8835 -0.20 0.14 0.12 0.210
H -0.3194 -1.9746 -2.9392 0.24 0.01 0.20 0.203
H 0.5254 -4.0142 -0.8360 -0.15 0.19 -0.04 0.197
H -1.1217 -3.3867 -1.1692 0.28 0.09 0.10 0.214
Hg 1.5729 2.1368 -0.5969 4.47 -3.55 -1.52 0.826
```
Positions in Å, forces in eV/Å.

The calculation puts the calculated total energy at -22805.9039 eV. The calculation puts the energy above the lowest of the compared OMol25 structures with the same formula, charge and spin at 169.4 kJ/mol. Its expectation value of S² is 2.01. Its charge is 0. Its frontier orbital gap (spin up / spin down) is 6.44 / 8.55 eV. The multiplicity is 3. The calculation puts the LUMO energy (spin up / spin down) at -0.19 / -0.79 eV.



# 2
The following is a DFT calculation (ωB97M-V/def2-TZVPD) of C10H23F5N4O3ReTe as an isolated structure at a distorted geometry.

```
47
Properties=species:S:1:pos:R:3:forces:R:3:nbo_charge:R:1
Re 0.0865 -0.2040 -0.0232 0.02 0.58 -1.10 1.601
C -1.7201 2.6204 -3.0841 -0.01 0.00 0.04 -0.711
C -1.3365 1.7806 -1.9193 0.02 -0.07 0.02 0.309
N -0.2751 1.0802 -1.7741 0.10 -0.01 -0.10 -0.167
O 0.6290 1.0263 -2.8031 -0.04 0.03 0.05 -0.519
C -2.2309 1.7489 -0.7055 -0.03 -0.05 0.17 0.450
C -3.6936 1.5142 -0.9352 -0.02 -0.03 -0.09 -0.668
N -1.6606 0.8014 0.2802 0.37 -0.07 0.14 -0.327
O -1.8616 -0.5175 0.0669 -0.46 0.06 0.19 -0.422
H -0.8838 2.9435 -3.7034 0.01 0.00 0.02 0.246
H -2.2083 3.5244 -2.7182 -0.03 -0.01 -0.01 0.291
H -2.4356 2.0844 -3.7134 0.00 -0.01 0.00 0.288
H 0.3114 1.5842 -3.5335 0.05 -0.04 0.00 0.498
H -4.0940 2.2867 -1.5898 -0.01 0.00 0.01 0.260
H -4.2127 1.5557 0.0216 -0.01 0.01 0.00 0.273
H -3.8523 0.5362 -1.3898 -0.01 0.00 0.01 0.257
C -0.6788 -2.6654 1.6723 0.14 0.05 -0.01 -0.418
N 0.4966 -1.7487 1.5154 -0.16 -0.22 0.15 -0.442
C 0.9348 -1.3325 2.8900 0.02 0.02 -0.20 -0.430
C 1.6200 -2.5724 0.9613 -0.06 -0.08 0.08 -0.255
C 2.6821 -1.6562 0.4301 0.09 0.09 -0.10 -0.243
N 2.0714 -0.7904 -0.6260 0.20 -0.05 0.35 -0.472
C 2.9898 0.3691 -0.8632 -0.05 -0.15 0.01 -0.426
C 1.9113 -1.5972 -1.8741 0.08 0.03 0.09 -0.453
H -0.3742 -3.5270 2.2680 -0.03 -0.01 0.01 0.226
H -1.0038 -3.0108 0.6911 -0.03 -0.01 0.01 0.211
H -1.4873 -2.1401 2.1643 -0.04 -0.02 0.00 0.250
H 1.2183 -2.2336 3.4339 0.01 0.03 0.04 0.224
H 0.1242 -0.8542 3.4147 -0.05 0.03 0.08 0.244
H 1.7843 -0.6586 2.8296 -0.03 0.02 0.04 0.222
H 1.2227 -3.2291 0.1866 0.01 0.02 -0.01 0.222
H 2.0147 -3.2132 1.7509 0.01 -0.04 -0.04 0.251
H 3.5231 -2.2055 0.0033 0.00 -0.03 0.04 0.245
H 3.0707 -1.0034 1.2110 0.00 -0.02 -0.01 0.234
H 3.9915 -0.0174 -1.0572 0.01 0.03 -0.02 0.234
H 3.0072 0.9930 0.0290 0.02 0.01 -0.01 0.235
H 2.6509 0.9412 -1.7180 -0.01 0.04 -0.02 0.241
H 2.8673 -2.0610 -2.1238 -0.02 -0.02 -0.03 0.247
H 1.5965 -0.9590 -2.6878 -0.01 0.04 -0.06 0.251
H 1.1799 -2.3948 -1.7223 -0.01 0.02 -0.04 0.217
F -0.6150 3.4524 2.1094 0.22 0.20 -0.34 -0.556
Te -1.0330 1.6788 2.2300 -0.35 -0.48 0.09 3.331
F -1.6569 0.0013 2.7220 -0.03 -0.34 0.08 -0.615
F -2.7610 2.2175 2.4679 -0.24 0.17 0.14 -0.560
F -0.4473 1.7325 3.9535 0.19 0.16 0.04 -0.561
F -2.0161 2.9655 -0.0799 -0.05 0.00 -0.08 -0.324
O 0.5543 1.1534 1.3417 0.22 0.11 0.38 -0.989
```
Positions in Å, forces in eV/Å.

The calculation puts the calculated total energy at -45836.9615 eV. The calculation puts the energy above the lowest of the compared OMol25 structures with the same formula, charge and spin at 0.0 kJ/mol. Its expectation value of S² is 0.76. Its charge is +2. Its frontier orbital gap (spin up / spin down) is 7.88 / 7.31 eV. The multiplicity is 2. The calculation puts the LUMO energy (spin up / spin down) at -8.26 / -8.43 eV.



# 3
The following is a DFT calculation (ωB97M-V/def2-TZVPD) of C32H40F6GeNO6PdS2Sb as an isolated structure at a distorted geometry.

```
90
Properties=species:S:1:pos:R:3:forces:R:3:mulliken_spin:R:1
Pd -0.9630 -3.0298 0.5885 0.05 0.69 0.02 1.049
F 3.9588 -1.2692 2.0466 -1.67 1.65 1.37 -0.001
C 3.1371 -0.7248 3.0358 1.25 -3.45 0.33 0.001
F 3.7009 0.2223 3.7009 0.73 0.99 -0.17 0.003
F 2.9460 -1.7679 3.9129 -0.06 1.11 -1.21 0.000
S 1.4528 -0.2133 2.4412 2.35 2.38 -1.36 -0.059
O 1.5579 1.3518 2.3289 0.07 -1.40 0.55 0.025
O 1.2151 -0.7420 1.1705 -0.19 -1.07 -2.37 0.009
N 0.6781 -0.6048 3.6061 -3.83 -1.51 2.74 0.028
S -0.7973 -1.3742 3.5666 -0.27 -0.13 -2.31 0.003
O -1.7354 -0.8519 4.4872 0.64 -0.01 0.49 0.001
O -1.3186 -1.4196 2.1512 1.34 -0.63 2.02 -0.002
C -0.3780 -3.2165 4.0841 0.89 -0.01 -2.26 0.001
F -1.5453 -3.8375 3.8695 0.64 0.41 1.55 0.003
F 0.4750 -3.8398 3.1896 -0.61 1.38 0.86 0.010
F 0.2093 -3.2205 5.2591 -1.32 -0.33 -0.49 0.000
O -0.1810 1.6761 0.0696 -0.66 -0.46 -0.21 0.011
C -0.2356 2.0655 -1.1940 1.63 2.53 -1.06 -0.002
O 0.6030 2.9744 -1.5430 -1.56 -1.91 1.74 0.002
C -1.1527 1.3794 -2.1299 0.98 -0.53 0.21 0.012
C -0.5873 -0.0410 -2.1415 -0.75 -1.43 0.37 -0.002
Ge -1.6594 -1.4743 -3.1154 2.51 2.46 -3.40 0.042
C -0.4252 -2.3382 -4.4561 -0.90 0.73 0.26 0.015
C -0.9757 -3.3971 -5.1698 -0.65 0.42 1.08 0.003
C -0.1572 -4.2923 -5.7955 0.95 -1.92 -0.84 0.004
C 1.2382 -4.1534 -5.8433 -1.38 1.85 0.86 0.000
C 1.7337 -2.9755 -5.2522 1.90 -1.24 -1.27 0.006
C 0.9434 -2.1082 -4.5720 -1.07 1.22 1.23 -0.002
C -1.7825 -2.8176 -1.9187 -4.33 -0.62 2.83 0.383
C -0.8141 -3.7536 -1.6856 2.50 -0.13 -1.14 0.171
C -0.9042 -4.7437 -0.7742 0.17 -3.86 1.06 0.194
C -2.2194 -5.0895 -0.1450 0.06 1.10 -1.02 0.664
C -3.0815 -3.9287 -0.0619 0.28 -1.14 0.46 -0.058
C -2.9548 -2.8526 -0.8949 2.26 -0.29 -0.39 0.329
C -3.1275 -0.5386 -3.9109 -1.05 -1.05 1.59 0.009
C -3.0995 -0.2045 -5.2349 1.93 -0.49 -0.99 -0.003
C -3.9905 0.6775 -5.7715 -0.94 0.39 0.27 0.001
C -4.9887 1.1540 -4.9497 -1.46 0.09 0.96 0.000
C -5.2010 0.6699 -3.6275 1.07 0.12 -1.13 0.002
C -4.2318 -0.1920 -3.1042 -0.55 0.54 -0.95 0.000
H -0.9871 1.7441 -3.1205 -0.22 0.84 -0.48 0.000
H -2.1846 1.4970 -1.8254 -0.25 -0.26 0.05 0.001
H -0.6326 -0.4719 -1.1441 0.20 0.17 0.42 0.020
H 0.4684 -0.0705 -2.4291 -0.18 0.13 -0.20 -0.002
H -2.0558 -3.5709 -5.1017 0.36 -0.11 -0.21 -0.006
H -0.5885 -5.2138 -6.1874 -0.01 0.31 -0.21 0.000
H 1.8710 -4.8574 -6.3348 0.26 -0.32 -0.18 0.000
H 2.7995 -2.7446 -5.3571 -0.33 -0.16 0.14 0.000
H 1.3552 -1.2215 -4.0705 0.11 -0.46 -0.31 -0.001
H 0.0975 -3.7163 -2.2954 -0.19 0.09 0.25 0.032
H -0.1330 -5.5587 -0.7962 -0.61 1.12 0.30 -0.001
H -2.5733 -6.0746 0.1115 0.31 -0.06 0.22 0.013
H -3.8066 -4.0230 0.7233 -0.75 0.50 0.04 0.013
H -3.5033 -1.9611 -0.7283 -0.66 0.55 0.03 0.086
H -2.3127 -0.6289 -5.8800 -0.29 0.29 0.37 0.000
H -3.9504 0.9516 -6.8061 0.05 0.17 -0.32 0.000
H -5.7434 1.8398 -5.3316 0.26 -0.06 -0.08 0.000
H -6.0914 0.9893 -3.0930 0.23 -0.18 0.05 0.000
H -4.4085 -0.6748 -2.1582 0.17 0.18 0.38 -0.004
C -0.1592 2.0195 6.4181 -1.00 0.18 -1.43 -0.018
C 0.9769 2.1421 5.4413 -1.04 0.21 0.12 0.441
C 2.3566 2.1996 5.9322 0.71 0.44 0.67 -0.003
Sb 1.3776 2.6212 0.7740 0.75 0.03 -0.74 -0.005
C 3.2407 2.3811 -0.2772 0.99 -2.63 1.38 0.000
C 4.3122 1.4003 0.4218 -1.04 1.14 -2.37 0.000
C 3.6749 3.7713 -0.4711 1.87 2.08 0.20 0.000
C 0.6769 4.2594 1.9486 0.56 0.06 -1.02 -0.015
C -0.6610 3.9029 2.4887 -1.26 -0.85 -1.61 0.007
C 1.7774 4.6269 2.9121 -0.64 0.76 0.26 0.009
H 0.0793 1.2970 7.1604 0.43 -0.30 1.17 0.027
H -1.0517 1.5604 5.9445 0.35 0.44 -0.04 -0.002
H -0.5149 2.9737 6.8674 0.49 -0.52 -0.07 0.054
H 0.7641 2.0059 4.3838 0.16 0.10 0.34 0.416
H 3.0254 2.9148 5.4184 -0.19 -0.46 -0.11 0.014
H 2.8188 1.2094 5.9605 0.26 -0.11 -0.29 0.066
H 2.3914 2.5059 6.9844 -0.20 0.08 -0.11 0.012
H 2.9270 1.9244 -1.1900 -0.33 -0.22 -0.70 0.000
H 4.4987 1.6814 1.4037 0.44 0.50 1.86 0.000
H 5.2283 1.4900 -0.1546 0.23 0.54 -0.06 0.000
H 4.1488 0.3438 0.3453 -0.94 -0.44 0.05 0.000
H 3.8660 4.3242 0.4880 -0.18 -0.50 -0.72 0.000
H 2.9880 4.3587 -1.0731 -0.24 0.06 -0.07 0.000
H 4.6573 3.8218 -1.0133 -0.82 -0.24 0.39 0.000
H 0.6387 5.0133 1.1662 -0.33 0.28 -0.05 0.000
H -0.6008 3.1124 3.1929 0.01 -0.74 0.79 -0.004
H -1.4310 3.6133 1.7102 0.98 0.33 0.68 0.001
H -1.0515 4.7522 2.9744 -0.50 1.13 0.75 -0.008
H 2.1424 3.8117 3.5066 0.25 -0.30 0.32 0.009
H 1.4081 5.4166 3.5701 -0.28 -0.26 0.28 -0.006
H 2.5321 5.1524 2.3740 1.06 -0.02 -0.39 0.001
```
Positions in Å, forces in eV/Å.

The calculation puts the calculated total energy at -152091.4392 eV. The calculation puts the energy above the lowest of the compared OMol25 structures with the same formula, charge and spin at 316.0 kJ/mol. Its expectation value of S² is 6.03. Its charge is +2. Its frontier orbital gap (spin up / spin down) is 5.56 / 5.58 eV. The multiplicity is 5. The calculation puts the LUMO energy (spin up / spin down) at -5.76 / -7.73 eV.



# 4
The following is a DFT calculation (ωB97M-V/def2-TZVPD) of the molecule C3H9NS2.

```
15
Properties=species:S:1:pos:R:3:forces:R:3:nbo_charge:R:1
N -1.1764 0.4725 -3.0511 -0.70 0.11 0.11 -0.865
C -0.5798 0.3921 -1.7355 0.13 -0.50 0.21 -0.212
C -1.3254 -0.6149 -0.8382 0.42 -0.21 -0.14 -0.428
C -1.2209 -0.3347 0.6484 0.71 0.51 -0.05 -0.521
S 0.3509 -0.7359 1.4774 0.11 0.02 -0.12 0.088
S 1.7220 0.6268 0.7969 -0.01 0.02 0.01 -0.145
H -1.2803 1.4102 -3.3936 0.18 -0.01 -0.22 0.369
H -0.8266 -0.1631 -3.7446 0.22 0.07 -0.06 0.366
H -0.6342 1.3657 -1.2491 0.11 0.13 -0.15 0.186
H 0.4747 0.0995 -1.8046 -0.04 0.23 0.20 0.179
H -0.9533 -1.6206 -1.0587 -0.16 -0.02 0.06 0.203
H -2.3707 -0.5793 -1.1230 -0.29 0.01 -0.06 0.219
H -1.8689 -0.9435 1.2551 -0.64 -0.31 0.03 0.228
H -1.4611 0.7136 0.8424 -0.02 -0.05 0.14 0.212
H 1.5192 1.5946 1.7057 0.00 0.01 0.04 0.121
```
Positions in Å, forces in eV/Å.

The calculation puts the calculated total energy at -26417.4585 eV. The calculation puts the energy above the lowest of the compared OMol25 structures with the same formula, charge and spin at 21.1 kJ/mol. Its charge is 0. Its frontier orbital gap is 9.57 eV. The SMILES is NCCCSS. The multiplicity is 1. The calculation puts the LUMO energy at 0.63 eV.